Entry 1:
A cluster of 11 separate species, C56H67Cl8N5O4 in total at a distorted geometry. Source: OMol25; level of theory: ωB97M-V with the def2-TZVPD basis set.

Calculated values
SMILES string	O=C1c2ccccc2C(=O)c2ccccc21.O=C1c2ccccc2C(=O)c2ccccc21.CCCC#N.CCCC#N.CCCC#N.CCCC#N.CCCC#N.ClCCCl.ClCCCl.ClCCCl.ClCCCl
energy relative to the best compared isomer or geometry (same formula, charge and spin)	1.182	eV
gap between HOMO and LUMO	8.14	eV

Cartesian coordinates (Å):
Cl -5.867 0.498 5.804
Cl -0.981 -4.940 -0.375
Cl 0.962 -0.137 0.221
Cl 1.882 -4.174 -2.084
Cl -4.610 -1.282 3.036
Cl 5.599 1.993 1.287
Cl -0.985 -0.356 2.783
Cl 5.324 -0.682 -0.952
O 0.721 -0.027 -8.204
O 2.850 3.047 -2.728
O -0.360 -1.847 -3.227
O 0.023 3.495 -7.435
N -5.380 3.509 2.743
N 4.551 5.429 1.567
N 0.220 -1.906 8.344
N -3.935 -4.295 5.595
N 1.211 -3.848 3.187
C 1.315 -1.063 -4.749
C -0.810 -0.560 0.084
C 2.897 -0.242 -6.410
C -0.137 -1.452 -4.372
C 2.071 -3.062 3.059
C 4.470 0.883 -0.983
C -1.230 -1.280 -5.424
C 0.006 2.357 -2.736
C 3.181 -2.106 2.858
C 2.003 5.587 1.925
C -1.302 -1.364 1.279
C -0.378 -0.602 6.169
C 1.535 4.227 2.429
C 0.797 -5.218 0.125
C -1.915 -0.276 6.059
C -6.053 -1.724 4.033
C -1.877 3.774 4.592
C 1.770 -4.140 -0.286
C 0.704 2.785 -3.864
C 5.377 1.996 -0.522
C 2.412 -1.246 -3.961
C -3.463 -4.571 4.589
C 2.168 3.074 -3.791
C -3.518 -1.574 -6.217
C 1.582 -0.644 -6.078
C 2.736 -0.699 3.255
C 3.404 5.522 1.723
C -1.310 2.033 -2.843
C -2.828 -5.013 3.306
C 2.903 3.348 -5.089
C 2.934 -0.457 4.767
C -3.280 -1.253 -7.537
C 0.675 3.409 -6.367
C -3.793 -7.400 3.419
C -0.045 -1.331 7.370
C -3.204 2.013 3.112
C -0.019 2.980 -5.110
C -1.958 -0.816 -7.703
C 2.177 3.503 -6.324
C 4.308 3.439 -5.099
C -4.419 2.831 2.894
C 3.927 -0.349 -5.497
C -1.964 2.085 -4.118
C -1.380 2.623 -5.205
C -1.953 2.926 3.279
C -2.543 0.292 7.313
C 2.877 3.478 -7.492
C 4.992 3.415 -6.283
C -2.588 -1.505 -5.205
C 1.763 3.230 1.322
C -0.917 -0.919 -6.727
C 3.728 -1.031 -4.377
C -3.642 -6.122 2.509
C 4.239 3.353 -7.502
C 0.478 -0.474 -7.093
C -6.790 -0.467 4.546
H 2.807 -4.253 0.029
H -3.936 -1.399 -8.383
H 1.440 3.551 0.332
H -2.904 -7.725 3.960
H -1.918 0.319 8.206
H 0.219 0.310 6.173
H -1.679 3.534 2.416
H 6.333 1.958 -1.044
H 3.471 0.773 -0.560
H 3.114 0.144 -7.395
H 1.436 5.930 1.060
H 2.293 -1.741 -3.008
H -2.388 -1.453 1.255
H 1.349 2.246 1.544
H -4.509 -1.892 -5.928
H 1.032 -6.152 -0.386
H 2.416 -1.195 5.380
H 0.560 2.229 -1.817
H -3.037 1.245 7.126
H -1.201 2.155 3.450
H -2.560 4.623 4.622
H -4.526 -7.294 4.218
H 3.390 -0.017 2.711
H 2.428 3.389 -8.470
H 1.997 3.904 3.362
H 4.877 3.421 -8.371
H 2.595 0.551 5.008
H 1.691 -0.450 3.067
H 4.904 -0.037 -5.834
H -2.135 0.420 5.250
H -0.827 -1.015 -0.906
H -1.591 -0.528 -8.677
H -3.284 1.238 3.874
H -3.004 1.811 -4.212
H 4.361 1.020 -2.058
H -2.387 -1.237 5.854
H -2.210 3.132 5.407
H -2.695 -4.071 2.773
H 3.451 -2.101 1.802
H 6.069 3.351 -6.314
H -3.066 -6.396 1.625
H 2.804 2.937 1.188
H 4.968 2.997 -0.662
H -5.708 -2.229 4.935
H -0.785 -2.312 1.424
H 1.797 6.327 2.698
H -0.829 4.017 4.767
H -4.606 -5.732 2.183
H 3.993 -0.443 5.026
H 1.426 -3.179 0.099
H -3.333 -0.433 7.508
H -1.920 1.710 -2.013
H -1.336 0.385 -0.054
H -1.840 -5.394 3.563
H -4.050 -8.135 2.657
H 4.593 -1.324 -3.801
H 4.002 -2.514 3.448
H 4.961 3.283 -4.253
H -0.042 -1.201 5.323
H -2.722 -1.807 -4.177
H 0.497 4.163 2.756
H -3.022 1.469 2.185
H -1.919 2.811 -6.122
H 0.772 -5.394 1.200
H -7.138 0.202 3.759
H -7.640 -0.751 5.166
H -6.633 -2.433 3.443

Atomic partial charges in e from the Mulliken method, atoms 1 to 4: number 1, Cl, carries -0.16; number 2, Cl, carries -0.22; number 3, Cl, carries 0.19; number 4, Cl, carries -0.18



Entry 2:
A structure of composition C56H67Ge3HfN3O2 at a distorted geometry. Source: OMol25; level of theory: ωB97M-V with the def2-TZVPD basis set.

Calculated values
gap between HOMO and LUMO	5.34	eV

Cartesian coordinates (Å):
Hf -0.129 -0.201 0.583
Ge 1.794 -2.142 0.836
Ge -1.203 3.169 -2.091
Ge -0.958 -2.652 2.535
O 1.550 0.014 -0.632
O -0.353 2.546 0.615
N -1.027 -1.204 -1.108
N 0.631 0.814 2.331
N -2.444 0.332 1.571
C 0.666 -3.704 2.936
C -3.404 1.566 -3.339
C 2.296 5.219 -3.675
C 0.819 3.244 0.687
C -3.412 -0.685 1.099
C 2.072 -4.651 -0.888
C -0.610 -1.049 -2.332
C -2.872 2.378 -5.914
C -4.113 6.544 -0.263
C 2.705 -4.793 2.212
C -2.300 -1.876 -0.926
C -3.935 1.525 -5.671
C 1.873 2.728 1.479
C 1.663 -3.186 -0.938
C 4.060 -4.663 1.921
C 1.739 -3.692 2.140
C 3.254 -0.220 -3.787
C 0.094 0.360 3.592
C 1.051 2.776 -3.837
C 2.240 -6.076 2.526
C 4.446 -6.995 2.346
C -1.301 0.989 3.783
C -2.037 5.971 -1.319
C 1.619 1.675 2.404
C -2.885 6.921 -0.774
C 1.083 5.012 -3.039
C 0.439 3.782 -3.095
C -4.497 5.217 -0.328
C -2.463 0.306 3.052
C 2.138 5.196 0.186
C -0.945 -3.396 5.548
C -2.082 2.816 -4.868
C -2.092 -5.488 2.818
C 4.099 -1.160 2.429
C -1.737 -2.632 4.499
C 2.888 4.203 -4.401
C -3.403 -0.945 -0.408
C 0.951 4.492 0.103
C -3.652 4.282 -0.898
C 3.074 3.455 1.537
C 3.219 4.648 0.869
C 4.920 -5.743 1.995
C -2.322 2.405 -3.564
C 2.213 -0.582 -4.651
C -1.990 -4.327 1.846
C 1.725 -0.205 -1.896
C -2.948 1.649 1.161
C -2.397 4.633 -1.382
C 3.011 -0.029 -2.455
C 0.959 -0.780 -4.146
C -4.208 1.126 -4.375
C -0.510 1.821 -0.689
C 3.095 -7.157 2.601
C 2.250 2.977 -4.492
C 0.672 -0.633 -2.768
C 3.703 -1.395 0.976
H -2.486 -0.732 3.366
H 0.646 5.840 -2.502
H -1.245 2.047 3.514
H 0.514 1.784 -1.099
H 3.836 4.362 -4.893
H -4.356 -1.414 -0.661
H -2.658 2.707 -6.922
H 4.154 5.184 0.911
H -2.370 2.434 1.638
H 0.024 -0.729 3.616
H 0.616 -3.141 -1.252
H 1.185 -6.233 2.693
H 0.740 0.685 4.420
H 3.725 -0.440 0.452
H -1.543 0.927 4.847
H 3.883 3.054 2.129
H -1.089 6.299 -1.719
H -1.385 -3.259 6.538
H 2.219 1.703 3.318
H -3.637 1.259 -2.330
H -4.425 -0.367 1.385
H -1.103 -5.812 3.125
H 0.568 1.811 -3.915
H -5.455 4.909 0.066
H 2.690 2.170 -5.058
H 2.412 -0.709 -5.703
H -4.001 1.773 1.443
H -1.464 -4.667 0.950
H 3.483 -0.375 2.863
H -0.931 -4.459 5.334
H -2.759 -3.015 4.470
H 3.803 0.256 -1.779
H -1.804 -1.607 4.870
H 4.422 -2.048 0.482
H -2.582 7.957 -0.751
H -4.775 7.285 0.162
H -1.277 -1.370 -3.142
H 2.703 -8.134 2.847
H 3.121 -4.756 -0.624
H 3.952 -2.059 3.026
H 0.080 -3.034 5.589
H 4.253 -0.091 -4.175
H 0.624 -4.459 3.712
H -3.332 -0.012 -0.964
H 2.247 -2.677 -1.706
H 1.483 -5.186 -0.146
H 5.115 -7.840 2.406
H -2.150 -2.703 -0.222
H -3.220 -1.630 1.611
H 1.912 -5.126 -1.859
H 4.450 -3.704 1.630
H 0.160 -1.080 -4.810
H -2.838 1.786 0.090
H -3.002 -4.044 1.536
H -2.653 -5.204 3.704
H -1.265 3.497 -5.062
H -3.394 0.776 3.404
H -5.047 0.475 -4.170
H -3.984 3.260 -0.984
H -4.552 1.177 -6.486
H 2.215 6.176 -0.265
H 2.782 6.182 -3.590
H 5.145 -0.860 2.508
H 0.088 4.923 -0.378
H 5.969 -5.611 1.771
H -2.595 -6.340 2.359
H -2.625 -2.303 -1.887

Atomic partial charges in e from the Mulliken method, atoms 1 to 4: number 1, Hf, carries -1.39; number 2, Ge, carries 3.21; number 3, Ge, carries 0.31; number 4, Ge, carries 1.70



Entry 3:
The ion C56H69F3N3 with charge +1 at a distorted geometry. Source: OMol25; level of theory: ωB97M-V with the def2-TZVPD basis set.

Calculated values
charge	+1
energy relative to the best compared isomer or geometry (same formula, charge and spin)	0.000	eV
gap between HOMO and LUMO	6.93	eV

Cartesian coordinates (Å):
F 5.643 2.152 2.996
F 5.825 2.837 0.913
F 6.311 0.755 1.433
N -1.882 -0.347 2.451
N -0.565 -0.540 2.232
N -2.289 0.535 1.522
C -1.205 0.985 0.739
C -1.472 -0.228 -3.993
C -0.299 2.018 -5.920
C 1.827 2.001 -7.112
C 0.475 2.326 -7.040
C -0.434 6.600 -2.586
C 0.161 -1.950 4.104
C -3.531 1.219 4.093
C 3.628 0.069 1.690
C 1.021 0.107 5.268
C -4.427 0.995 5.312
C -6.395 1.597 1.586
C 2.594 2.250 -8.378
C -1.826 4.762 -1.791
C 0.706 5.854 -2.315
C 1.750 1.985 0.907
C -1.206 2.111 -2.950
C 0.907 -2.977 -0.554
C -4.511 0.695 0.369
C -0.304 -2.900 0.374
C 3.094 2.347 1.046
C 2.300 -0.292 1.504
C -5.824 1.187 0.391
C 2.429 1.431 -5.991
C 2.392 0.470 -3.684
C -1.292 -4.047 0.124
C -0.310 7.934 -3.249
C 0.307 1.366 -4.822
C 0.139 -2.888 1.845
C 4.015 1.382 1.445
C 1.687 1.104 -4.853
C 5.442 1.779 1.689
C -4.740 0.243 -2.138
C -1.736 2.462 -5.977
C -4.303 1.207 2.765
C -3.256 4.264 -1.759
C -5.660 1.555 2.769
C -3.697 0.870 1.530
C -0.523 0.914 -3.604
C 1.896 3.762 -1.845
C 0.742 -3.130 4.562
C -0.100 0.348 1.246
C -0.168 -0.837 5.100
C -0.656 3.988 -1.535
C -2.632 2.435 4.275
C -1.679 6.063 -2.271
C 0.608 4.546 -1.857
C 0.731 -4.051 2.342
C -0.583 -1.391 6.468
C -4.064 -0.144 -0.826
C -0.031 -1.788 2.717
C -0.715 2.449 -1.469
C -1.552 1.851 -0.432
C 1.068 -4.161 3.686
C 1.314 0.660 1.150
C -4.109 -1.641 -0.537
H 0.314 2.087 -1.374
H -2.070 2.457 -7.025
H 1.421 -3.940 -0.444
H -1.920 2.533 3.448
H -3.613 3.980 -2.765
H 1.998 -0.531 -3.454
H -0.825 -1.954 0.178
H 0.765 0.942 5.934
H 0.127 7.841 -4.252
H 3.498 1.218 -5.996
H 3.425 3.364 0.871
H -2.879 0.338 4.062
H -2.331 0.116 -4.586
H 2.493 3.292 -8.704
H -2.120 -3.991 0.842
H 2.322 1.072 -2.765
H 3.457 0.364 -3.916
H -0.923 -0.962 -4.604
H 0.994 2.744 0.674
H -5.022 1.886 5.558
H 1.998 3.072 -2.697
H -3.225 3.357 4.331
H 1.562 -5.061 4.061
H -0.800 -5.021 0.247
H -5.147 -1.996 -0.487
H 1.349 0.519 4.305
H 0.162 0.481 -2.860
H 2.226 1.624 -9.204
H -6.152 1.821 3.707
H -2.422 1.827 -5.412
H -4.213 -0.200 -2.993
H -1.862 3.497 -5.616
H -3.467 3.438 -1.070
H -3.575 -2.198 -1.317
H -0.963 -0.587 7.111
H -2.578 6.648 -2.477
H -7.432 1.921 1.601
H 4.341 -0.676 2.031
H 3.656 2.026 -8.235
H -1.719 -3.997 -0.887
H 0.280 -1.843 6.973
H -3.913 5.095 -1.463
H -1.368 -2.149 6.370
H -3.814 0.749 6.189
H 2.750 4.451 -1.897
H -1.286 8.416 -3.342
H 0.921 -4.881 1.657
H -2.167 1.147 -1.035
H -2.312 2.012 -2.918
H 0.354 8.591 -2.678
H -1.015 -0.277 4.679
H -0.997 2.997 -3.575
H -3.001 0.073 -0.952
H 2.040 3.200 -0.923
H -4.734 1.333 -2.285
H -2.255 2.598 -0.019
H 2.002 -1.331 1.653
H 1.693 6.264 -2.539
H -5.780 -0.110 -2.167
H -2.053 2.341 5.202
H 0.959 -3.234 5.629
H 0.613 -2.856 -1.604
H -0.005 2.825 -7.884
H -6.405 1.211 -0.536
H 1.622 -2.182 -0.311
H -5.100 0.148 5.132
H -3.622 -1.853 0.423
H 1.865 -0.442 5.710
H -1.853 -0.753 -3.102

Atomic partial charges in e from the Mulliken method, atoms 1 to 4: number 1, F, carries -0.25; number 2, F, carries -0.26; number 3, F, carries -0.27; number 4, N, carries -1.51